C7H8BrNO4 | the ωB97M-V functional and the def2-TZVPD basis

Values from the calculation:
**Net charge**: 0
**Highest occupied orbital energy**: -10.4422 eV
**Strongest force on any atom**: 0.98 eV Å⁻¹
**Gap between HOMO and LUMO**: 0.402 Ha
**Lowest unoccupied orbital energy**: 0.0180 Eh
**Total energy**: -87111.2815 eV
**SMILES string**: CC[C@@H](Br)[C@H]1OC(=O)O[C@H]1N=C=O

Geometry as XYZ:
```
21
C7H8BrNO4 the ωB97M-V functional and the def2-TZVPD basis
C 2.6792 -0.1591 0.7263
C 1.9459 -0.0971 -0.6067
C 0.6031 0.6398 -0.4932
Br 0.6438 2.3001 -1.5073
C -0.5876 -0.1832 -0.9833
O -0.4130 -1.5689 -0.6682
C -1.1265 -1.8642 0.4528
O -1.3143 -2.9502 0.8749
O -1.6022 -0.6940 0.9884
C -1.8835 0.0665 -0.2032
N -2.1976 1.4314 0.0483
C -2.9739 1.6972 0.9601
O -3.7038 2.0597 1.7747
H 2.1747 -0.8103 1.4383
H 3.6990 -0.5002 0.5760
H 2.7212 0.8345 1.1706
H 2.5731 0.4491 -1.3058
H 1.8181 -1.0909 -1.0240
H 0.4173 0.9089 0.5430
H -0.8025 0.0110 -2.0309
H -2.6705 -0.4801 -0.7308
```